1.
Molecular formula: C3H31N2O12
Method: DFT, ωB97M-V/def2-TZVPD

Each line ends with the Löwdin charge.
Atoms and positions in Å:
C (-0.456, 1.718, -2.096)  -0.147
C (0.831, 1.393, -1.383)  -0.094
C (2.063, 1.804, -2.197)  -0.538
N (3.075, 0.898, -2.101)  0.171
O (2.073, 2.743, -2.954)  0.081
N (-1.610, 0.860, -1.685)  0.154
H (-0.289, 1.673, -3.173)  0.134
H (-0.763, 2.755, -1.951)  0.136
H (0.940, 1.803, -0.379)  0.109
H (0.831, 0.307, -1.239)  0.095
H (3.128, 0.085, -1.508)  0.078
H (3.967, 1.213, -2.457)  0.119
H (-1.560, 0.707, -0.647)  0.102
H (-1.584, -0.004, -2.240)  0.098
H (-2.459, 1.450, -1.831)  0.090
H (0.830, -1.239, -0.045)  0.004
H (1.417, -2.751, 0.139)  0.028
O (1.460, -1.819, 0.369)  -0.057
H (-2.648, 0.283, 1.435)  0.032
H (-1.530, 1.420, 1.409)  0.044
O (-2.204, 0.956, 0.901)  -0.042
H (-0.332, -2.058, 2.061)  0.033
H (-1.466, -1.153, 1.976)  -0.019
O (-0.977, -1.759, 1.410)  -0.058
H (-1.430, -1.740, -4.001)  0.073
H (-0.304, -1.676, -3.033)  0.047
O (-1.271, -1.627, -3.054)  -0.034
H (-2.404, 0.360, 3.993)  0.053
H (-3.605, -0.508, 3.612)  0.081
O (-2.724, -0.247, 3.321)  -0.027
H (-0.118, -4.799, 1.561)  0.053
H (1.065, -4.071, 2.117)  0.046
O (0.734, -4.444, 1.294)  -0.042
H (0.889, 1.429, 5.050)  0.073
H (-0.513, 1.186, 5.408)  0.060
O (0.066, 1.131, 4.636)  -0.045
H (-4.246, 2.920, -1.556)  0.077
H (-4.643, 1.894, -2.637)  0.074
O (-4.068, 2.029, -1.878)  -0.024
H (2.720, -2.911, -2.010)  0.051
H (2.746, -2.024, -3.266)  0.053
O (2.463, -2.047, -2.345)  -0.059
H (0.334, 1.128, 2.758)  0.004
H (1.585, 0.970, 2.039)  0.015
O (0.650, 1.189, 1.837)  -0.083
H (3.272, 0.910, 1.210)  0.036
H (2.755, -0.487, 1.332)  0.008
O (3.313, 0.153, 1.801)  -0.046

The calculation puts the energy above the lowest of the compared OMol25 structures with the same formula, charge and spin at 34.55 kcal per mole. Its net charge is +1. The value obtained for the HOMO energy is -12.49 eV. As for the HOMO-LUMO gap: 10.08 eV. Its LUMO energy is -0.0885 hartree.



2.
Molecular formula: C38H44BrHfIN5O4P2S
Method: DFT, ωB97M-V/def2-TZVPD

Each line ends with the Löwdin charge.
Atoms and positions in Å:
Hf (-0.378, -1.262, -1.411)  1.487
O (2.941, 0.708, -3.328)  0.185
C (2.051, -0.143, -2.917)  -0.499
O (1.267, 0.164, -1.998)  -0.114
C (1.899, -1.441, -3.634)  -0.202
C (2.560, -1.833, -4.761)  0.048
C (2.210, -3.066, -5.293)  0.007
C (1.157, -3.820, -4.786)  0.075
C (0.464, -3.262, -3.687)  -0.103
N (0.877, -2.132, -3.155)  0.069
C (-0.718, -3.885, -2.881)  -0.514
O (-1.133, -4.980, -3.029)  0.165
O (-1.219, -2.950, -2.094)  -0.241
H (2.908, 1.478, -2.745)  0.147
H (3.403, -1.275, -5.125)  0.139
H (2.735, -3.353, -6.189)  0.124
H (0.808, -4.806, -5.180)  0.153
C (-0.539, 2.501, -1.184)  -0.249
P (-0.571, 1.253, 0.128)  1.047
C (1.122, 1.538, 0.815)  -0.400
N (1.699, 2.430, 0.097)  0.087
C (3.030, 2.630, 0.187)  -0.211
C (3.586, 3.642, -0.651)  -0.018
C (4.915, 3.906, -0.570)  -0.074
C (5.740, 3.058, 0.199)  -0.063
C (5.220, 2.058, 0.995)  0.000
C (3.820, 1.840, 1.038)  -0.207
N (3.217, 0.872, 1.791)  0.148
C (1.919, 0.743, 1.702)  -0.403
P (1.143, -0.487, 2.882)  0.982
C (2.313, -1.879, 2.941)  -0.296
C (1.552, 0.295, 4.590)  -0.698
C (3.093, 0.386, 4.829)  -0.088
C (0.911, -0.672, 5.624)  -0.114
C (0.819, 1.594, 4.726)  -0.128
C (-1.870, 2.059, 1.299)  -0.667
C (-2.451, 0.917, 2.200)  -0.142
C (-1.269, 3.147, 2.131)  -0.075
C (-3.010, 2.512, 0.447)  -0.110
H (-0.287, 3.465, -0.734)  0.064
H (-1.467, 2.503, -1.709)  0.024
H (0.291, 2.379, -1.861)  0.016
H (2.894, 4.229, -1.288)  0.128
H (5.397, 4.739, -1.056)  0.110
H (6.815, 3.209, 0.149)  0.112
H (5.886, 1.425, 1.613)  0.129
H (2.341, -2.194, 4.004)  0.045
H (3.284, -1.547, 2.619)  0.023
H (2.086, -2.752, 2.339)  0.010
H (3.712, -0.430, 4.441)  0.062
H (3.384, 0.430, 5.903)  0.095
H (3.461, 1.290, 4.378)  0.054
H (1.490, -1.633, 5.807)  0.093
H (-0.041, -1.047, 5.260)  0.058
H (0.767, -0.126, 6.561)  0.085
H (1.261, 2.322, 4.033)  0.077
H (0.879, 2.064, 5.708)  0.092
H (-0.266, 1.418, 4.554)  0.081
H (-1.705, 0.307, 2.767)  0.034
H (-3.004, 0.235, 1.587)  0.021
H (-3.131, 1.326, 2.899)  0.070
H (-0.574, 2.782, 2.880)  0.048
H (-2.077, 3.723, 2.583)  0.102
H (-0.749, 3.861, 1.503)  0.079
H (-3.403, 1.795, -0.281)  0.062
H (-2.841, 3.475, -0.064)  0.102
H (-3.858, 2.684, 1.097)  0.093
S (4.000, -1.529, -1.029)  0.789
C (2.515, -1.655, -0.503)  -0.878
N (1.339, -1.685, -0.258)  -0.147
C (-0.135, 1.511, -4.448)  -0.039
C (-1.374, 1.090, -3.753)  -0.380
C (-2.562, 1.754, -3.845)  -0.088
C (-3.465, 1.203, -2.943)  -0.073
C (-2.831, 0.136, -2.312)  -0.409
C (-3.385, -0.832, -1.338)  -0.079
N (-1.520, 0.060, -2.816)  -0.074
H (-0.325, 2.377, -5.131)  0.108
H (0.338, 0.718, -5.060)  0.085
H (0.618, 1.872, -3.764)  0.035
H (-2.696, 2.654, -4.472)  0.124
H (-4.529, 1.399, -2.878)  0.113
H (-4.286, -0.372, -0.854)  0.113
H (-2.651, -1.039, -0.494)  -0.001
H (-3.750, -1.784, -1.771)  0.092
Br (-3.831, -2.035, 3.336)  0.800
C (-4.199, -2.970, 1.762)  -0.738
C (-5.503, -3.215, 1.322)  -0.115
C (-5.734, -3.951, 0.171)  -0.074
C (-4.676, -4.502, -0.516)  -0.088
C (-3.375, -4.302, -0.123)  -0.172
C (-3.149, -3.507, 1.007)  -0.638
I (-1.080, -2.983, 1.267)  1.055
H (-6.323, -2.802, 1.905)  0.110
H (-6.795, -4.058, -0.152)  0.130
H (-4.824, -5.082, -1.463)  0.135
H (-2.580, -4.886, -0.544)  0.087

The calculation puts the energy above the lowest of the compared OMol25 structures with the same formula, charge and spin at 26.55 kcal per mole. Its net charge is +1. The value obtained for the HOMO energy is -9.96 eV. As for the HOMO-LUMO gap: 5.98 eV. Its LUMO energy is -0.1462 hartree.



3.
Molecular formula: C4H5BrN2
Method: DFT, ωB97M-V/def2-TZVPD

Each line ends with the Löwdin charge.
Atoms and positions in Å:
Br (2.816, 0.200, 0.452)  0.421
N (0.994, -0.090, -0.682)  -0.307
C (0.332, -1.219, -0.372)  -0.256
C (-0.876, -1.299, 0.234)  -0.140
N (-1.403, -0.222, 0.901)  0.057
C (-0.817, 0.920, 0.678)  -0.074
C (0.227, 1.113, -0.483)  -0.262
H (0.673, -2.235, -0.593)  0.114
H (-1.470, -2.257, 0.396)  0.131
H (-1.069, 1.727, 1.246)  0.069
H (-0.255, 1.290, -1.476)  0.132
H (0.848, 2.072, -0.300)  0.116

The calculation puts the energy above the lowest of the compared OMol25 structures with the same formula, charge and spin at 57.97 kcal per mole. Its net charge is 0. As for the SMILES: BrN1C=CN=CC1. The value obtained for the HOMO energy (alpha / beta) is -8.71 / -8.71 eV. As for the HOMO-LUMO gap (alpha / beta): 7.29 / 7.28 eV. Its LUMO energy (alpha / beta) is -0.0522 / -0.0523 hartree.



4.
Molecular formula: C4H10N2OP
Method: DFT, ωB97M-V/def2-TZVPD

Each line ends with the Löwdin charge.
Atoms and positions in Å:
C (-0.415, 0.537, 2.122)  -0.727
C (0.606, -1.018, -2.943)  0.033
C (1.353, -0.216, -1.762)  0.003
C (-0.054, -0.612, -1.685)  -0.271
N (-1.412, 0.309, 1.379)  0.092
N (-1.063, -0.625, -0.958)  0.226
O (0.765, 0.316, 1.592)  0.089
P (-0.436, 1.036, 3.894)  0.943
H (0.369, -0.417, -3.879)  0.152
H (0.822, -1.981, -3.148)  0.071
H (1.929, -0.795, -1.123)  0.097
H (1.623, 0.784, -1.980)  0.114
H (-2.412, 0.504, 1.654)  0.141
H (0.750, 0.265, 0.707)  0.017
H (-1.910, -0.949, -1.361)  0.131
H (-1.259, -0.189, 0.145)  0.054
H (-0.214, 2.202, 3.249)  -0.097
H (0.957, 0.850, 4.095)  -0.068

The calculation puts the energy above the lowest of the compared OMol25 structures with the same formula, charge and spin at 44.76 kcal per mole. Its net charge is +1. The value obtained for the HOMO energy is -14.25 eV. As for the HOMO-LUMO gap: 10.75 eV. Its LUMO energy is -0.1286 hartree.



5.
Molecular formula: C3H8N2OS
Method: DFT, ωB97M-V/def2-TZVPD

Each line ends with the Löwdin charge.
Atoms and positions in Å:
C (-1.597, -0.065, 0.697)  -0.364
C (0.458, -0.375, -1.020)  -0.558
C (2.148, -0.164, 0.658)  -0.163
N (-2.019, 0.687, -0.426)  -0.172
N (-1.010, 1.036, -1.240)  0.014
O (1.591, 0.200, -0.543)  -0.216
S (-0.453, -1.450, -0.013)  0.867
H (-0.952, 0.367, 1.393)  0.050
H (-2.446, -0.449, 1.132)  0.055
H (0.586, -0.737, -2.083)  0.108
H (2.445, -1.215, 0.484)  0.086
H (1.391, -0.208, 1.433)  0.043
H (3.080, 0.496, 1.075)  0.148
H (-2.744, 0.226, -0.838)  0.077
H (-0.479, 1.650, -0.709)  0.026

The calculation puts the energy above the lowest of the compared OMol25 structures with the same formula, charge and spin at 109.19 kcal per mole. Its net charge is 0. The value obtained for the HOMO energy is -8.51 eV. As for the HOMO-LUMO gap: 9.26 eV. Its LUMO energy is 0.0278 hartree.



6.
Molecular formula: CH26O14
Method: DFT, ωB97M-V/def2-TZVPD

Each line ends with the Löwdin charge.
Atoms and positions in Å:
O (-8.091, -22.260, 27.826)  0.349
H (-7.961, -22.751, 28.641)  0.175
H (-8.278, -22.863, 27.103)  0.180
H (-7.369, -21.650, 27.659)  0.056
O (-5.086, -22.166, 30.303)  0.375
H (-5.251, -22.144, 29.358)  0.082
H (-5.197, -23.104, 30.474)  0.185
H (-5.697, -21.632, 30.815)  0.189
O (-4.958, -24.384, 26.875)  0.346
H (-5.341, -24.625, 26.028)  0.173
H (-4.947, -23.435, 27.019)  0.059
H (-5.483, -24.794, 27.566)  0.172
O (-7.391, -20.428, 24.625)  0.379
H (-7.156, -21.358, 24.586)  0.158
H (-7.092, -20.066, 25.462)  0.106
H (-8.345, -20.360, 24.708)  0.192
C (-5.391, -20.885, 26.962)  -0.960
O (-4.708, -20.418, 26.052)  0.001
O (-5.090, -21.896, 27.614)  -0.075
O (-6.468, -20.326, 27.158)  -0.052
O (-4.385, -22.647, 24.279)  0.014
H (-4.365, -21.949, 24.933)  -0.015
H (-5.316, -22.778, 24.096)  0.015
O (-6.341, -17.474, 26.607)  -0.021
H (-6.121, -18.400, 26.709)  -0.026
H (-6.327, -17.125, 27.498)  0.055
O (-7.446, -18.908, 29.649)  -0.017
H (-7.995, -19.560, 30.083)  0.026
H (-7.031, -19.384, 28.930)  -0.026
O (-2.456, -22.517, 28.040)  -0.028
H (-3.367, -22.221, 28.036)  -0.045
H (-2.184, -22.471, 27.124)  0.042
O (-1.979, -20.588, 25.002)  -0.033
H (-2.863, -20.433, 25.336)  -0.037
H (-1.455, -19.877, 25.370)  0.051
O (-3.006, -18.800, 27.498)  -0.012
H (-3.225, -18.860, 28.428)  0.037
H (-3.731, -19.236, 27.052)  -0.032
O (-4.354, -17.869, 24.246)  -0.032
H (-4.826, -17.261, 24.816)  0.017
H (-4.501, -18.729, 24.640)  -0.023

The calculation puts the energy above the lowest of the compared OMol25 structures with the same formula, charge and spin at 100.48 kcal per mole. Its net charge is +2. The value obtained for the HOMO energy is -14.96 eV. As for the HOMO-LUMO gap: 5.32 eV. Its LUMO energy is -0.3545 hartree.



7.
Molecular formula: C4H9NO2
Method: DFT, ωB97M-V/def2-TZVPD

Each line ends with the Löwdin charge.
Atoms and positions in Å:
N (-0.016, 2.336, 1.663)  0.174
C (0.991, 2.224, 0.982)  -0.377
O (1.876, 2.029, 0.247)  0.172
H (-0.061, 2.891, 2.502)  0.097
C (0.151, -1.110, -1.899)  -0.113
C (-0.615, -0.489, -0.734)  -0.255
C (-0.124, -0.994, 0.620)  -0.305
O (-0.923, -0.564, 1.702)  -0.082
H (0.055, -2.203, -1.894)  0.073
H (-0.228, -0.746, -2.860)  0.070
H (1.220, -0.872, -1.850)  0.073
H (-0.520, 0.607, -0.774)  0.095
H (-1.685, -0.711, -0.815)  0.113
H (-0.163, -2.089, 0.637)  0.120
H (0.936, -0.713, 0.759)  0.112
H (-0.895, 0.404, 1.714)  0.033

The calculation puts the energy above the lowest of the compared OMol25 structures with the same formula, charge and spin at 26.57 kcal per mole. Its net charge is 0. As for the SMILES: N=C=O.CCCO. The value obtained for the HOMO energy is -9.96 eV. As for the HOMO-LUMO gap: 10.50 eV. Its LUMO energy is 0.0197 hartree.



8.
Molecular formula: C4O3
Method: DFT, ωB97M-V/def2-TZVPD

Each line ends with the Löwdin charge.
Atoms and positions in Å:
C (0.684, 1.021, -0.425)  -0.167
C (0.577, 0.622, -1.605)  0.161
C (0.644, 1.334, 0.820)  -0.193
C (-0.773, -1.647, -0.211)  -0.397
O (0.510, 1.849, 1.811)  0.268
O (-0.894, -1.899, 0.927)  0.198
O (-0.747, -1.280, -1.318)  0.130

The calculation puts the energy above the lowest of the compared OMol25 structures with the same formula, charge and spin at 44.71 kcal per mole. Its net charge is 0. The value obtained for the HOMO energy is -10.91 eV. As for the HOMO-LUMO gap: 10.17 eV. Its LUMO energy is -0.0275 hartree.



Going through the records in order, we get F_max values of 0.041; 0.055; 0.079; 0.107; 0.073; 0.132; 0.017; 0.052 Eh/bohr.
Going through the records in order, we get DFT total energy values of -31160.1552; -164622.4508; -77248.7994; -18617.0164; -19099.7672; -30101.0018; -9878.9087; -10286.4864 eV.